No. 1
2 unconnected molecules or ions with the total composition C4H10N2 at a distorted geometry. Source: OMol25; level of theory: wB97M-V/def2-TZVPD.

Properties
Frontier orbital gap = 10.90 eV
E_LUMO = 1.03 eV
F_max = 1.89 eV Å⁻¹
DFT total energy = -7288.339 eV

Last column: Löwdin charge in e.
Cartesian coordinates (Å):
C 1.84 -0.59 -1.23  -0.073
N 0.94 -0.65 -0.33  -0.062
C 1.39 -0.86 1.06  -0.329
C 0.91 0.26 1.94  -0.131
H 2.93 -0.82 -0.98  0.084
H 1.57 -0.44 -2.31  0.078
H 0.90 -1.82 1.42  0.120
H 2.55 -1.02 1.11  0.122
H 1.19 0.05 3.00  0.073
H 1.42 1.24 1.69  0.085
H -0.19 0.37 1.87  0.069
C -2.05 0.74 -0.97  -0.178
N -3.32 0.93 -0.86  -0.004
H -1.56 -0.13 -1.40  0.034
H -1.22 1.48 -0.63  0.075
H -3.49 1.82 -0.35  0.038

=====

No. 2
A molecular structure, AlBH24O10 at a distorted geometry. Source: OMol25; level of theory: wB97M-V/def2-TZVPD.

Properties
Frontier orbital gap = 2.05 eV
E_LUMO = -13.97 eV
F_max = 5.94 eV Å⁻¹
Total charge = +2
DFT total energy = -28108.896 eV

Last column: Löwdin charge in e.
Cartesian coordinates (Å):
Al -3.40 1.12 -3.54  0.988
B -0.08 -0.05 0.40  -0.013
H -0.93 -0.71 0.26  0.038
H 0.79 -0.56 0.79  0.070
H 0.24 0.41 -0.52  0.043
H -0.32 0.67 1.17  0.061
O -0.30 5.84 2.51  0.004
H 0.33 5.13 2.60  0.033
H -0.39 6.20 3.39  0.054
O -0.30 -0.96 5.04  0.025
H -0.33 -0.09 5.43  0.055
H -0.14 -0.80 4.11  0.027
O 3.10 2.68 1.54  0.023
H 2.45 2.04 1.23  0.021
H 3.36 2.36 2.40  0.053
O -3.64 -3.97 3.16  0.012
H -2.92 -3.43 3.49  0.039
H -3.93 -4.46 3.93  0.057
O 5.42 -1.82 1.37  0.065
H 4.83 -1.62 0.64  0.045
H 5.28 -1.11 1.99  0.054
O -5.78 -2.14 -0.32  -0.036
H -5.43 -2.67 0.40  0.032
H -6.73 -2.29 -0.29  0.045
O 2.96 -2.21 -2.35  0.022
H 2.13 -2.02 -1.91  0.030
H 2.79 -3.01 -2.84  0.058
O -0.47 4.88 -1.96  -0.028
H -0.50 5.23 -1.07  0.036
H 0.27 5.34 -2.37  0.047
O -1.43 -3.83 -3.89  -0.064
H -1.54 -4.56 -3.28  0.032
H -1.12 -4.25 -4.70  0.035
O 1.53 1.61 -5.50  -0.040
H 1.88 1.28 -6.33  0.042
H 2.31 1.76 -4.96  0.035

=====

No. 3
A molecular structure, C37H42AuN3O4S2Sb. Source: OMol25; level of theory: wB97M-V/def2-TZVPD.

Properties
Frontier orbital gap (spin up / spin down) = 6.53 / 7.35 eV
E_LUMO (spin up / spin down) = -2.53 / -3.73 eV
Multiplicity = 3
F_max = 0.16 eV Å⁻¹
<S²> = 2.01
Total charge = +1
DFT total energy = -83601.321 eV

Last column: Löwdin spin population.
Cartesian coordinates (Å):
Au -0.52 -0.16 1.47  0.471
N -0.45 -0.50 3.67  0.187
S -0.38 -1.90 4.48  0.039
C 0.98 -2.91 3.90  0.002
C 1.07 -4.23 4.35  0.001
C 2.15 -4.99 3.94  0.000
C 3.11 -4.43 3.10  0.001
C 3.01 -3.12 2.68  0.000
C 1.93 -2.34 3.09  0.001
C -1.77 -2.79 3.84  0.004
C -2.97 -2.64 4.53  0.002
C -4.11 -3.27 4.05  0.000
C -4.04 -4.04 2.89  0.002
C -2.84 -4.18 2.21  0.000
C -1.69 -3.55 2.68  0.002
H 0.24 0.12 4.09  0.004
H 0.31 -4.65 5.00  0.000
H 2.24 -6.01 4.27  0.000
H 3.95 -5.04 2.78  0.000
H 3.76 -2.67 2.03  0.000
H 1.85 -1.31 2.79  0.000
H -3.01 -2.04 5.43  0.000
H -5.05 -3.16 4.58  0.000
H -4.93 -4.53 2.52  0.000
H -2.79 -4.78 1.31  0.000
H -0.75 -3.64 2.15  0.000
C -2.41 -0.82 1.08  0.150
H -2.37 -1.76 0.53  0.019
H -2.90 -0.07 0.46  0.028
H -2.98 -0.96 2.00  0.009
C -0.76 4.53 2.62  0.000
C -0.46 3.05 2.26  0.002
N -0.73 2.82 0.85  0.022
C -2.08 3.24 0.51  0.002
C -2.20 4.78 0.64  0.000
N -0.96 5.27 1.33  0.000
C 0.24 5.05 0.44  0.001
C 0.24 3.56 0.03  0.001
H 0.06 5.01 3.15  0.000
H -1.67 4.65 3.20  0.000
H -1.09 2.39 2.86  0.001
H 0.58 2.79 2.46  0.000
H -2.78 2.74 1.19  0.000
H -2.31 2.94 -0.51  0.000
H -3.05 5.10 1.24  0.000
H -2.24 5.28 -0.33  0.000
H -1.05 6.26 1.53  0.000
H 1.12 5.33 1.02  0.000
H 0.14 5.73 -0.41  0.000
H 1.23 3.12 0.15  0.000
H -0.04 3.46 -1.01  0.000
O 1.47 0.71 1.72  0.014
S 2.47 0.30 0.67  0.037
O 3.80 0.28 1.22  0.009
O 2.02 -1.01 0.11  0.126
O 2.35 1.30 -0.47  0.136
C -0.80 4.19 -3.83  0.014
C -1.65 3.18 -3.38  0.000
C -1.13 1.98 -2.94  0.018
C 0.25 1.76 -2.96  0.070
C 1.10 2.77 -3.42  0.018
C 0.57 3.98 -3.86  0.001
Sb 1.06 0.03 -2.01  0.383
C -0.31 -1.49 -2.65  0.128
C -0.40 -2.63 -1.85  0.013
C -1.28 -3.64 -2.18  0.001
C -2.08 -3.53 -3.32  0.004
C -1.99 -2.40 -4.12  0.007
C -1.10 -1.38 -3.79  0.025
C 2.77 -0.38 -3.15  0.021
C 2.62 -1.10 -4.33  0.010
C 3.73 -1.37 -5.12  0.002
C 4.99 -0.93 -4.73  0.002
C 5.14 -0.22 -3.55  0.000
C 4.03 0.06 -2.75  0.002
H -1.21 5.12 -4.19  0.001
H -2.73 3.33 -3.39  0.000
H -1.79 1.20 -2.58  0.000
H 2.17 2.61 -3.44  0.001
H 1.23 4.75 -4.22  0.000
H 0.22 -2.71 -0.96  0.001
H -1.34 -4.53 -1.56  0.000
H -2.76 -4.32 -3.58  0.000
H -2.60 -2.31 -5.00  0.001
H -1.04 -0.51 -4.43  0.002
H 1.65 -1.46 -4.64  0.002
H 3.61 -1.93 -6.04  0.000
H 5.85 -1.15 -5.34  0.000
H 6.12 0.11 -3.23  0.000
H 4.15 0.60 -1.83  0.001

=====

No. 4
C6H13N in the gas phase at a distorted geometry. Source: OMol25; level of theory: wB97M-V/def2-TZVPD.

Properties
Frontier orbital gap = 8.18 eV
E_LUMO = 1.02 eV
F_max = 1.89 eV Å⁻¹
DFT total energy = -7922.225 eV

Last column: Löwdin charge in e.
Cartesian coordinates (Å):
C -2.04 0.82 0.73  -0.106
C -1.36 0.18 -0.49  -0.236
C -0.09 -0.54 -0.15  -0.295
C -0.21 -2.02 0.08  -0.064
C 1.10 0.13 -0.07  -0.368
C 1.47 1.30 -0.94  -0.049
N 2.15 -0.37 0.68  0.072
H -2.69 1.64 0.41  0.066
H -1.31 1.24 1.43  0.073
H -2.65 0.10 1.27  0.067
H -2.08 -0.49 -0.98  0.109
H -1.04 1.03 -1.16  0.100
H 0.68 -2.48 0.52  0.063
H -0.36 -2.50 -0.90  0.084
H -1.07 -2.28 0.71  0.073
H 2.43 1.09 -1.44  0.085
H 0.76 1.49 -1.74  0.067
H 1.60 2.21 -0.35  0.078
H 2.88 0.32 0.87  0.090
H 1.84 -0.88 1.51  0.091

=====

No. 5
A molecular structure, C11H14Br3Cl2N2O6P5S at a distorted geometry. Source: OMol25; level of theory: wB97M-V/def2-TZVPD.

Properties
Frontier orbital gap = 6.43 eV
E_LUMO = -1.90 eV
F_max = 4.56 eV Å⁻¹
DFT total energy = -319352.153 eV

Last column: Löwdin charge in e.
Cartesian coordinates (Å):
C 5.84 1.66 0.56  -0.299
P 4.22 1.86 -0.36  0.884
O 4.59 1.74 -2.03  -0.354
C 3.11 0.36 -0.02  -0.253
C 3.69 -0.96 -0.23  -0.083
C 2.87 -2.22 -0.02  -0.381
P 3.74 -3.84 -0.36  0.599
O 5.01 -3.36 -1.39  -0.377
Cl 2.54 -5.06 -1.61  0.164
C 1.49 -2.05 0.42  -0.293
P 0.47 -3.62 0.69  0.318
S -0.63 -3.58 2.29  0.084
C 0.88 -0.69 0.62  -0.176
N -0.44 -0.64 1.00  0.127
C -0.93 0.61 1.15  -0.257
C -2.46 0.68 1.53  -0.179
P -3.53 -0.18 0.27  0.551
O -3.05 -1.57 -0.03  -0.330
O -5.11 -0.33 0.76  -0.160
O -3.42 0.72 -1.13  -0.175
C -0.08 1.81 0.97  -0.342
P -0.89 3.51 1.28  0.592
O -0.66 4.48 -0.07  -0.356
Cl 0.14 4.43 2.88  0.162
N 1.24 1.84 0.61  0.111
C 1.67 0.54 0.42  -0.195
H 6.14 0.58 0.63  0.031
H 5.66 2.01 1.62  0.047
H 6.65 2.30 0.13  0.050
H 5.51 1.40 -2.11  0.037
H 4.74 -1.00 -0.57  0.085
H 4.56 -3.20 -2.25  0.045
H -0.39 -3.72 -0.46  -0.005
H 1.33 -4.76 0.79  -0.059
H -2.55 0.07 2.48  0.119
H -2.80 1.71 1.81  0.051
H -5.25 -1.29 0.87  0.093
H -2.66 0.38 -1.64  0.083
H -1.47 4.45 -0.60  0.050
C -7.87 0.97 -1.70  -1.631
Br -8.94 2.45 -1.06  0.560
Br -8.89 -0.67 -1.78  0.558
Br -7.02 1.37 -3.39  0.558
H -7.07 0.82 -0.97  -0.055

=====

No. 6
A molecular structure, C46H34BrCaClN4O3P2. Source: OMol25; level of theory: wB97M-V/def2-TZVPD.

Properties
Frontier orbital gap = 7.26 eV
E_LUMO = -0.23 eV
F_max = 0.75 eV Å⁻¹
DFT total energy = -179944.690 eV

Last column: Löwdin charge in e.
Cartesian coordinates (Å):
Ca 1.84 0.40 0.20  1.304
Cl 3.87 -3.12 -5.82  0.627
C 3.72 -2.45 -4.22  -0.681
C 3.73 -3.31 -3.11  -0.108
C 3.63 -2.81 -1.84  -0.021
C 3.49 -1.42 -1.59  -0.424
O 3.42 -0.97 -0.38  -0.262
C 3.45 -0.56 -2.74  -0.150
C 3.31 0.89 -2.67  -0.085
N 2.81 1.53 -1.68  -0.009
C 2.92 2.94 -1.61  -0.210
C 4.06 3.61 -1.95  -0.007
C 4.13 5.02 -1.78  -0.064
C 3.07 5.71 -1.27  -0.034
C 1.88 5.03 -0.90  -0.148
C 0.75 5.69 -0.36  -0.003
C -0.36 4.97 -0.04  -0.048
C -0.34 3.57 -0.26  -0.147
N 0.68 2.91 -0.75  0.100
C 1.80 3.64 -1.07  -0.166
C 3.60 -1.10 -4.03  -0.085
H 3.83 -4.37 -3.28  0.105
H 3.65 -3.47 -0.99  0.118
H 3.66 1.45 -3.55  0.133
H 4.92 3.07 -2.31  0.116
H 5.04 5.54 -2.05  0.106
H 3.13 6.78 -1.12  0.113
H 0.79 6.76 -0.20  0.120
H -1.24 5.43 0.38  0.109
H -1.21 2.98 0.00  0.089
H 3.60 -0.43 -4.89  0.111
N -0.99 -1.76 0.67  -0.405
P -1.29 -0.08 0.92  0.971
C -2.83 0.15 -0.02  -0.372
C -2.75 0.74 -1.27  -0.118
C -3.87 0.84 -2.09  -0.081
C -5.09 0.36 -1.64  -0.082
C -5.19 -0.24 -0.39  -0.077
C -4.07 -0.34 0.41  -0.093
C -1.85 -0.05 2.65  -0.375
C -1.36 -0.97 3.58  -0.095
C -1.70 -0.85 4.92  -0.084
C -2.52 0.19 5.35  -0.110
C -2.99 1.12 4.44  -0.080
C -2.65 1.00 3.09  -0.105
P 0.13 -2.18 -0.56  0.982
C 0.22 -3.97 -0.30  -0.362
C 0.08 -4.52 0.97  -0.092
C 0.20 -5.89 1.16  -0.082
C 0.47 -6.72 0.09  -0.086
C 0.63 -6.18 -1.18  -0.079
C 0.50 -4.82 -1.38  -0.102
C -0.84 -2.03 -2.10  -0.377
C -0.40 -1.12 -3.06  -0.106
C -1.15 -0.88 -4.21  -0.078
C -2.35 -1.54 -4.40  -0.085
C -2.80 -2.46 -3.45  -0.077
C -2.04 -2.71 -2.32  -0.089
H -1.83 -2.33 0.72  0.066
H -1.79 1.10 -1.64  0.088
H -3.79 1.30 -3.07  0.107
H -5.97 0.44 -2.27  0.103
H -6.14 -0.62 -0.04  0.104
H -4.15 -0.81 1.39  0.107
H -0.69 -1.75 3.26  0.091
H -1.32 -1.57 5.64  0.107
H -2.77 0.28 6.40  0.093
H -3.61 1.94 4.76  0.108
H -3.02 1.74 2.39  0.108
H -0.12 -3.87 1.82  0.089
H 0.08 -6.30 2.16  0.104
H 0.57 -7.79 0.24  0.102
H 0.85 -6.83 -2.02  0.105
H 0.63 -4.41 -2.37  0.106
H 0.54 -0.60 -2.92  0.087
H -0.79 -0.17 -4.94  0.106
H -2.93 -1.35 -5.29  0.105
H -3.73 -2.97 -3.60  0.106
H -2.40 -3.43 -1.59  0.111
Br -0.02 1.41 7.70  0.755
C 0.16 2.13 5.96  -0.672
C -0.45 3.34 5.66  -0.198
N -0.39 3.90 4.45  0.084
C 0.29 3.24 3.52  -0.078
C 0.93 2.03 3.73  -0.108
C 0.86 1.45 4.99  -0.047
C 1.59 1.33 2.59  -0.663
O 1.40 0.09 2.45  -0.148
O 2.24 2.02 1.76  -0.117
H -1.01 3.87 6.43  0.102
H 0.35 3.70 2.54  0.105
H 1.31 0.49 5.19  0.125

=====

No. 7
2 unconnected molecules or ions with the total composition C3H10S2 at a distorted geometry. Source: OMol25; level of theory: wB97M-V/def2-TZVPD.

Properties
Frontier orbital gap (spin up / spin down) = 2.04 / 8.07 eV
E_LUMO (spin up / spin down) = 3.10 / 3.03 eV
Multiplicity = 2
F_max = 3.03 eV Å⁻¹
<S²> = 0.75
Total charge = -1
DFT total energy = -24941.558 eV

Last column: Löwdin spin population.
Cartesian coordinates (Å):
C -1.13 1.45 -1.73  0.062
C -2.23 -0.51 -0.05  0.081
S -1.72 -0.25 -1.72  0.039
H -1.93 2.19 -1.86  0.006
H -0.45 1.45 -2.59  0.006
H -1.64 0.11 0.62  0.027
H -3.32 -0.13 0.14  0.010
H -2.22 -1.55 0.25  0.016
H -0.41 1.63 -0.91  0.026
C 1.57 0.43 2.36  0.294
S 2.52 -0.60 1.17  0.219
H 3.62 -0.08 1.66  0.050
H 1.29 -0.05 3.29  0.052
H 0.47 0.61 2.09  0.045
H 2.07 1.42 2.41  0.066

=====

No. 8
A molecular structure, C62H46Cl3N5OP2Se2SiTc at a distorted geometry. Source: OMol25; level of theory: wB97M-V/def2-TZVPD.

Properties
Frontier orbital gap (spin up / spin down) = 6.10 / 5.85 eV
E_LUMO (spin up / spin down) = -1.24 / -1.32 eV
Multiplicity = 2
F_max = 2.39 eV Å⁻¹
<S²> = 0.78
DFT total energy = -271452.333 eV

Last column: Löwdin spin population.
Cartesian coordinates (Å):
Tc -0.05 -0.34 0.07  0.832
Cl -5.48 -0.12 -4.57  0.000
C -3.94 0.05 -3.81  0.001
C -3.79 -0.35 -2.50  0.001
C -2.56 -0.18 -1.89  -0.001
Cl -2.34 -0.82 -0.30  0.009
C -1.49 0.42 -2.55  0.001
O -0.32 0.71 -1.86  0.013
C -1.64 0.66 -3.92  0.001
Cl -0.27 1.11 -4.87  0.000
C -2.86 0.51 -4.54  0.001
H -4.59 -0.83 -1.96  0.000
H -2.97 0.74 -5.59  0.000
Se -2.84 6.20 1.83  0.000
P -2.02 4.68 3.01  0.001
C -0.46 5.19 3.82  0.000
C 0.40 6.01 3.10  0.000
C 1.53 6.53 3.70  0.000
C 1.81 6.24 5.03  0.000
C 0.97 5.41 5.75  0.000
C -0.17 4.88 5.14  0.000
C -3.17 4.25 4.33  0.000
C -3.34 5.16 5.38  0.000
C -4.37 4.98 6.29  0.000
C -5.27 3.93 6.12  0.000
C -5.12 3.05 5.06  0.000
C -4.07 3.21 4.17  0.000
C -1.65 3.19 2.05  0.007
C -0.93 1.98 2.17  0.006
N -0.97 1.42 0.94  0.001
N -1.66 2.20 0.13  0.012
N -2.05 3.27 0.76  0.004
P -0.21 0.94 3.42  -0.001
Se -0.01 -1.06 2.55  -0.008
C -1.31 0.87 4.87  0.000
C -1.09 1.66 6.00  0.000
C -1.97 1.58 7.06  0.000
C -3.07 0.74 7.01  0.000
C -3.29 -0.04 5.88  0.000
C -2.41 0.02 4.81  0.000
C 1.35 1.67 3.94  0.000
C 1.96 1.23 5.12  0.000
C 3.14 1.82 5.54  0.000
C 3.73 2.81 4.77  0.000
C 3.15 3.22 3.58  0.000
C 1.95 2.66 3.17  0.000
H 0.14 6.26 2.07  0.000
H 2.19 7.19 3.14  0.000
H 2.68 6.67 5.51  0.000
H 1.18 5.17 6.78  0.000
H -0.84 4.25 5.71  0.000
H -2.66 6.00 5.47  0.000
H -4.50 5.68 7.10  0.000
H -6.09 3.81 6.81  0.000
H -5.83 2.25 4.92  0.000
H -3.96 2.53 3.33  0.000
H -0.22 2.29 6.06  0.000
H -1.80 2.19 7.95  0.000
H -3.75 0.68 7.84  0.000
H -4.14 -0.71 5.84  0.000
H -2.55 -0.61 3.94  0.000
H 1.50 0.43 5.69  0.000
H 3.60 1.50 6.46  0.000
H 4.65 3.27 5.10  0.000
H 3.61 3.99 2.98  0.000
H 1.49 2.98 2.24  0.000
C 5.36 -1.23 1.92  -0.013
C 4.17 -1.94 1.93  0.002
C 3.03 -1.41 1.35  -0.012
C 3.05 -0.15 0.75  0.002
C 4.26 0.55 0.74  -0.010
C 5.39 0.02 1.32  0.001
N 1.88 0.36 0.15  -0.038
N 2.03 1.58 -0.23  0.109
C 1.29 2.33 -1.08  -0.001
C 1.77 3.67 -1.15  0.020
C 1.12 4.65 -1.85  -0.004
C -0.06 4.35 -2.51  0.026
C -0.55 3.05 -2.49  -0.004
C 0.14 2.04 -1.86  0.025
H 6.25 -1.65 2.35  -0.001
H 4.12 -2.91 2.40  0.000
H 2.11 -1.99 1.35  -0.001
H 4.29 1.52 0.26  0.000
H 6.31 0.59 1.30  0.000
H 2.67 3.86 -0.59  0.001
H 1.51 5.66 -1.86  -0.001
H -0.62 5.11 -3.02  0.002
H -1.49 2.86 -2.97  -0.001
C -0.60 -6.68 0.60  0.000
C 0.01 -6.56 -0.65  0.000
C 0.43 -5.31 -1.09  0.000
C 0.28 -4.17 -0.30  0.000
C -0.30 -4.33 0.96  0.001
C -0.74 -5.56 1.41  0.000
Si 0.73 -2.45 -1.02  0.016
C -0.11 -2.75 -2.74  -0.002
C 0.54 -2.54 -3.95  -0.001
C -0.07 -2.83 -5.16  0.000
C -1.36 -3.34 -5.19  -0.001
C -2.02 -3.59 -3.99  0.000
C -1.39 -3.31 -2.79  -0.001
C 2.58 -2.53 -1.47  0.005
C 3.39 -3.62 -1.10  0.000
C 4.74 -3.63 -1.40  0.000
C 5.33 -2.55 -2.04  0.000
C 4.55 -1.47 -2.41  0.000
C 3.19 -1.47 -2.14  0.000
H -0.95 -7.65 0.93  0.000
H 0.14 -7.43 -1.27  0.000
H 0.88 -5.22 -2.08  0.000
H -0.40 -3.45 1.60  0.001
H -1.22 -5.65 2.38  0.000
H 1.56 -2.18 -3.95  0.000
H 0.46 -2.66 -6.09  0.000
H -1.83 -3.57 -6.14  0.000
H -3.01 -4.03 -4.01  0.000
H -1.90 -3.55 -1.86  0.000
H 2.94 -4.46 -0.58  0.000
H 5.35 -4.49 -1.13  0.000
H 6.39 -2.55 -2.24  0.000
H 5.00 -0.61 -2.90  0.000
H 2.58 -0.62 -2.45  0.000

=====

No. 9
C3H7NO2 in the gas phase at a distorted geometry. Source: OMol25; level of theory: wB97M-V/def2-TZVPD.

Properties
Frontier orbital gap = 10.36 eV
E_LUMO = 0.83 eV
F_max = 1.62 eV Å⁻¹
DFT total energy = -8809.459 eV

Last column: Löwdin charge in e.
Cartesian coordinates (Å):
C -2.08 -0.57 0.01  -0.034
O -0.63 -0.52 -0.03  -0.068
C -0.11 0.73 -0.04  -0.480
O -0.75 1.75 -0.01  0.100
C 1.44 0.68 0.01  -0.166
N 2.16 -0.60 0.00  0.012
H -2.43 -0.13 -0.94  0.100
H -2.47 0.00 0.83  0.079
H -2.35 -1.64 0.09  0.101
H 1.74 1.35 -0.76  0.105
H 1.69 1.22 0.92  0.120
H 1.77 -1.16 0.77  0.073
H 2.02 -1.10 -0.86  0.062

=====

The calculation returns the following relative energy (zero: lowest compared OMol25 entry of this formula, charge and spin) values, one per record and in order: 52.6 124.1 2.0 14.0 93.7 3.9 50.6 44.7 24.7 kcal per mole.